A structure of composition C17H30NO2P2Ru in a non-equilibrium geometry, computed with ωB97M-V/def2-TZVPD.

Positions of all 53 atoms, in Å:
C  -0.90139  1.46372  -3.89095
C  -1.01688  1.01311  -2.54898
N  -0.07328  1.45729  -1.62865
C  0.82516  2.39850  -1.95269
C  0.91292  2.89243  -3.25376
C  0.05708  2.39546  -4.23811
C  -2.02221  0.14278  -2.08845
P  -2.14808  -0.17178  -0.35173
Ru  -0.11269  0.61755  0.32615
P  1.88930  1.67818  0.50157
C  1.75121  2.90485  -0.85991
O  -0.34594  -3.66980  -5.01052
O  0.01542  -5.30476  0.11561
H  -1.60570  1.04881  -4.60931
H  1.67503  3.63955  -3.46014
H  0.14932  2.74453  -5.26420
C  -3.57305  0.73017  0.34115
C  -2.48142  -1.92051  -0.03873
H  2.75291  3.11234  -1.25952
H  1.36736  3.83924  -0.41800
H  -1.06547  -4.08373  -4.58748
H  -2.73014  -0.26016  -2.81205
C  2.14796  2.56911  2.04618
C  3.41519  0.77724  0.14692
H  0.92387  -0.40528  -0.28257
H  0.44633  -5.41266  0.98094
H  0.65614  -5.58326  -0.50114
H  0.37754  -3.70720  -4.36165
H  -0.91271  1.89593  0.95502
H  0.31078  -0.86195  -0.40872
H  -4.49944  0.42310  -0.16313
H  -3.64546  0.52143  1.41705
H  -3.41523  1.80665  0.19488
H  -3.30496  -2.25945  -0.68213
H  -1.58050  -2.51521  -0.24129
H  -2.75638  -2.03673  1.01893
H  4.25426  1.48162  0.05164
H  3.61411  0.07521  0.96735
H  3.29791  0.21578  -0.78950
H  3.06968  3.16578  2.00991
H  1.28474  3.21960  2.23572
H  2.21601  1.82875  2.85396
C  0.14236  -1.57241  4.66421
C  1.09756  -1.87363  3.68612
C  1.01149  -1.29576  2.41208
C  -0.01834  -0.39452  2.14235
C  -0.97894  -0.09016  3.10400
C  -0.90108  -0.68528  4.36764
H  0.20766  -2.02727  5.65449
H  1.91324  -2.56402  3.90901
H  1.72786  -1.53655  1.62471
H  -1.76496  0.62434  2.85567
H  -1.65615  -0.45095  5.12003

Results
charge = +1
E = -44849.35836 eV
HOMO level (alpha / beta) = -7.2571 / -11.9624 eV
F_max = 4.1 eV/A
spin multiplicity = 5
⟨S²⟩ = 6.0531
frontier orbital gap (alpha / beta) = 4.8 / 6.0 eV
LUMO level (alpha / beta) = -0.0911 / -0.2203 Ha